(1)
Here is 2 unconnected molecules or ions with the total composition C4H7NO from OMol25. Energies are from wB97M-V/def2-TZVPD.

Atoms and positions in Å:
1 C -0.3633 -0.4974 -0.6958
2 C -1.6541 -0.1343 -0.0432
3 N -1.4405 0.1166 -1.4681
4 H 0.5560 0.0675 -0.7257
5 H -0.1526 -1.5591 -0.7841
6 H -1.7872 0.7082 0.6343
7 H -2.3406 -0.9640 0.1249
8 H -1.1750 1.0998 -1.5445
9 C 2.0344 -0.1751 0.7937
10 C 1.0669 0.7083 0.9498
11 O 0.3570 1.6227 1.1286
12 H 1.9489 -1.1842 0.4037
13 H 2.9500 0.1910 1.2264

Results
LUMO	0.9	eV
energy above the lowest of the compared OMol25 structures with the same formula, charge and spin	364.0	kJ/mol
maximum force	1.11	eV/A
HOMO	-9.343	eV
SMILES	C1CN1.C=C=O



(2)
Here is 4 unconnected molecules or ions with the total composition C31H23NO6S from OMol25. Energies are from wB97M-V/def2-TZVPD.

Atoms and positions in Å:
1 C 5.5273 -1.8868 -0.3615
2 C 4.0815 -1.9173 -1.1784
3 C 3.9097 -3.1406 -2.2881
4 C 2.5134 -3.2450 -3.1655
5 C 1.3080 -2.1600 -2.9045
6 C 1.5302 -0.9339 -1.7870
7 C 2.9025 -0.7678 -0.9022
8 S 0.0060 0.2106 -1.6208
9 C -1.3993 -1.0866 -1.5663
10 C -2.6286 -1.0166 -0.4839
11 C -3.7360 -2.2347 -0.5229
12 C -3.5454 -3.4495 -1.6348
13 C -2.3148 -3.5138 -2.7241
14 C -1.2048 -2.3020 -2.6998
15 N -0.0177 -2.2740 -3.6836
16 H 5.7027 -2.9482 0.1310
17 H 5.5840 -1.0294 0.4351
18 H 6.3447 -1.6608 -1.2024
19 H 4.7664 -3.9352 -2.4405
20 H 2.4354 -4.1205 -3.9656
21 H 2.9954 0.0923 -0.1131
22 H -2.7497 -0.1553 0.3043
23 H -4.6016 -2.2032 0.2841
24 H -4.3397 -4.3118 -1.6435
25 H -2.1886 -4.3690 -3.5193
26 H 0.0187 -3.2218 -4.1491
27 O 4.2346 -2.2426 2.7683
28 C 3.1134 -2.1869 3.2544
29 C 1.9061 -2.2587 2.4081
30 C 0.6815 -2.1956 2.9399
31 C 0.4833 -2.0533 4.3960
32 O -0.6379 -1.9977 4.8821
33 C 1.6907 -1.9816 5.2423
34 C 2.9153 -2.0446 4.7105
35 H 2.0680 -2.3638 1.3420
36 H -0.2145 -2.2460 2.3333
37 H 1.5287 -1.8764 6.3084
38 H 3.8112 -1.9942 5.3171
39 O -6.5778 1.1132 -1.3465
40 C -5.7606 1.9798 -1.6252
41 C -6.1776 3.3716 -1.8866
42 C -5.2843 4.3173 -2.1932
43 C -3.8426 4.0115 -2.2822
44 O -3.0254 4.8782 -2.5610
45 C -3.4257 2.6197 -2.0209
46 C -4.3190 1.6741 -1.7143
47 H -7.2384 3.5801 -1.8167
48 H -5.5733 5.3427 -2.3885
49 H -2.3648 2.4112 -2.0908
50 H -4.0299 0.6486 -1.5190
51 O 1.1724 6.5138 2.3338
52 C 1.2130 5.3214 2.0636
53 C 1.8264 4.3463 2.9867
54 C 1.8722 3.0440 2.6897
55 C 1.3102 2.5243 1.4272
56 O 1.3507 1.3318 1.1571
57 C 0.6967 3.4994 0.5042
58 C 0.6509 4.8017 0.8012
59 H 2.2336 4.7430 3.9090
60 H 2.3192 2.3156 3.3552
61 H 0.2895 3.1027 -0.4181
62 H 0.2040 5.5301 0.1356

Results
LUMO	-1.7	eV
maximum force	5.27	eV/A
HOMO	-7.851	eV
SMILES	Cc1ccc2c(c1)Sc1ccccc1N2.O=C1C=CC(=O)C=C1.O=C1C=CC(=O)C=C1.O=C1C=CC(=O)C=C1



(3)
Here is 2 unconnected molecules or ions with the total composition CHF3O from OMol25. Energies are from wB97M-V/def2-TZVPD.

Atoms and positions in Å:
1 C 3.6435 1.2208 0.7797
2 O 0.3903 0.0083 0.7011
3 F 3.5604 -0.0048 0.4131
4 F 3.1139 1.3036 1.9929
5 F -0.8402 -0.2624 0.0928
6 H 0.4061 -0.8905 1.0502

Results
LUMO	0.1	eV
energy above the lowest of the compared OMol25 structures with the same formula, charge and spin	628.4	kJ/mol
maximum force	1.61	eV/A
HOMO	-11.223	eV